No. 1
C3H12NO4 | ωB97M-V/def2-TZVPD

XYZ file:
```
20
Properties=species:S:1:pos:R:3
O -0.535 -1.577 -0.903
C -0.216 -0.460 -1.184
O 0.627 -0.051 -2.122
C -0.669 0.743 -0.374
C -1.969 1.326 -0.928
N -0.931 0.298 1.027
H 0.856 -0.618 -2.873
H 0.073 1.485 -0.477
H -1.795 1.656 -1.945
H -2.707 0.550 -1.125
H -2.352 2.177 -0.379
H -0.404 0.874 1.688
H -0.450 -0.599 1.163
H -1.907 0.043 1.172
H 1.578 -1.815 2.624
H 2.799 -2.588 1.964
O 1.938 -2.180 1.823
H 2.120 -0.543 0.357
H 2.110 0.936 -0.110
O 1.834 0.343 0.601
```

Values from the calculation:
Net charge: +1
E_tot (Ha): -476.987587
Gap between HOMO and LUMO (eV): 11.9
HOMO level (Eh): -0.5562

No. 2
C19H16N4O4PtSe | ωB97M-V/def2-TZVPD

XYZ file:
```
45
Properties=species:S:1:pos:R:3
Pt 0.653 0.070 -0.848
O -2.177 -1.815 2.973
C -2.167 -0.872 2.306
O -2.154 0.076 1.637
C 1.014 0.941 3.331
O 0.665 2.018 3.567
O 1.354 -0.143 3.090
N -0.943 1.388 -0.907
C -1.351 1.626 -2.277
C -1.355 2.915 -2.780
C -1.737 3.133 -4.096
C -2.114 2.062 -4.890
C -2.107 0.777 -4.370
C -1.726 0.532 -3.052
C -1.698 -0.844 -2.494
C -2.670 -1.755 -2.915
C -2.669 -3.067 -2.475
C -1.679 -3.483 -1.598
C -0.720 -2.578 -1.164
C -0.700 -1.244 -1.584
H -0.721 2.277 -0.457
H -1.695 0.955 -0.380
H -1.044 3.737 -2.148
H -1.731 4.138 -4.496
H -2.403 2.222 -5.921
H -2.373 -0.059 -5.004
H -3.450 -1.421 -3.588
H -3.434 -3.755 -2.810
H -1.658 -4.506 -1.243
H 0.035 -2.929 -0.473
C 2.125 -2.613 1.025
C 2.566 -2.287 -0.352
N 2.127 -1.310 -1.120
C 2.830 -1.365 -2.309
C 3.715 -2.385 -2.248
N 3.534 -2.960 -1.010
H 1.124 -2.230 1.195
H 2.776 -2.139 1.758
H 2.137 -3.691 1.188
H 2.637 -0.668 -3.104
H 4.435 -2.753 -2.956
H 4.030 -3.751 -0.640
Se 2.341 1.713 0.112
C 1.317 3.223 -0.064
N 0.648 4.155 -0.216
```

Values from the calculation:
E_tot (Ha): -3774.512764
Gap between HOMO and LUMO (eV): 7.9
HOMO level (Eh): -0.2840

No. 3
C4H6BaO3 | ωB97M-V/def2-TZVPD

XYZ file:
```
14
Properties=species:S:1:pos:R:3
C 2.697 3.767 0.219
C 1.765 2.910 0.362
O 3.589 4.603 0.225
H 0.724 3.308 0.475
H 2.007 1.856 0.530
H 3.986 4.820 -0.647
O -0.504 -1.202 0.041
C -0.434 -2.400 -0.069
O -1.631 -3.147 -0.170
Ba 0.424 -4.892 -0.297
C -2.919 -2.515 -0.167
H -3.051 -1.959 0.768
H -2.994 -1.834 -1.023
H -3.659 -3.315 -0.247
```

Values from the calculation:
Net charge: +2
E_tot (Ha): -406.528050
Gap between HOMO and LUMO (eV): 6.2
HOMO level (Eh): -0.5035

No. 4
C26H40AsIrN3OSi3 | ωB97M-V/def2-TZVPD

XYZ file:
```
75
Properties=species:S:1:pos:R:3
Ir 0.186 -0.010 0.411
O -0.170 1.935 -0.335
C -1.008 2.651 -0.879
C -0.655 4.006 -1.274
C -1.496 4.752 -1.999
C -2.799 4.244 -2.401
C -3.221 3.033 -2.029
C -2.398 2.164 -1.182
C -2.851 0.995 -0.681
N -2.192 0.113 0.174
C -2.716 -1.030 0.442
C -4.721 -0.517 -0.826
N -4.222 0.650 -0.985
H 0.328 4.349 -0.989
H -1.206 5.745 -2.315
H -3.434 4.869 -3.014
H -4.194 2.727 -2.387
H -2.500 -2.890 1.487
H -5.765 -0.668 -1.081
H -4.820 1.388 -1.340
C 0.547 -1.928 1.150
C -0.702 -2.239 0.484
C -1.956 -1.966 1.292
C -3.860 -1.607 -0.318
C -3.241 -2.343 -1.525
C -1.949 -2.712 -1.678
C -0.774 -2.589 -0.840
C -4.199 -2.528 -2.577
N -5.026 -2.531 -3.378
H 1.419 -2.410 0.722
H 0.526 -1.991 2.234
H -1.695 -1.491 2.238
H -4.461 -2.290 0.286
H -1.748 -3.181 -2.636
H 0.153 -2.860 -1.329
C 2.353 3.555 1.065
Si 3.170 2.450 -0.198
C 2.550 2.687 -1.941
C 5.005 2.700 -0.134
As 2.598 0.204 0.405
Si 3.323 -0.140 2.661
C 1.909 0.547 3.663
C 4.902 0.802 2.911
C 3.596 -1.947 2.989
Si 3.565 -1.234 -1.261
C 3.717 -2.982 -0.648
C 2.371 -1.117 -2.686
C 5.241 -0.558 -1.683
H 2.347 4.593 0.721
H 2.917 3.538 2.000
H 1.329 3.256 1.284
H 2.548 3.745 -2.214
H 1.546 2.288 -2.080
H 3.213 2.180 -2.646
H 5.204 3.737 -0.423
H 5.546 2.060 -0.827
H 5.413 2.557 0.865
H 1.865 1.636 3.591
H 2.007 0.284 4.719
H 0.955 0.146 3.308
H 4.734 1.877 2.982
H 5.615 0.614 2.105
H 5.373 0.479 3.842
H 2.754 -2.577 2.713
H 3.774 -2.078 4.060
H 4.483 -2.312 2.469
H 2.761 -3.499 -0.564
H 4.231 -3.052 0.310
H 4.315 -3.531 -1.380
H 1.339 -1.169 -2.332
H 2.530 -1.936 -3.392
H 2.489 -0.178 -3.230
H 5.838 -0.356 -0.792
H 5.175 0.357 -2.273
H 5.785 -1.296 -2.279
```

Values from the calculation:
Net charge: +2
Multiplicity: 2
E_tot (Ha): -4462.287070
Gap between HOMO and LUMO (alpha / beta) (eV): 5.1 / 5.3
<S²>: 0.771
HOMO level (alpha / beta) (Eh): -0.4914 / -0.4988

No. 5
CH4OS3 | ωB97M-V/def2-TZVPD

XYZ file:
```
9
Properties=species:S:1:pos:R:3
C 1.443 0.315 0.103
O -1.760 1.410 -0.581
S -2.369 -1.119 0.745
S 0.952 -1.167 -0.871
S -2.863 0.518 -0.147
H 2.502 0.396 -0.117
H 1.110 0.053 1.037
H 0.996 1.318 -0.237
H -0.012 -1.724 0.068
```

Values from the calculation:
E_tot (Ha): -1310.241895
Gap between HOMO and LUMO (eV): 6.5
HOMO level (Eh): -0.3215

No. 6
C36H99N9O9 | ωB97M-V/def2-TZVPD

XYZ file:
```
153
Properties=species:S:1:pos:R:3
C -6.046 1.708 28.149
O -4.983 2.456 27.578
C -4.284 1.693 26.614
C -3.360 2.581 25.744
C -4.192 3.116 24.535
N -2.226 1.819 25.194
H -6.851 1.698 27.414
H -6.495 2.265 28.972
H -5.823 0.662 28.357
H -3.706 0.899 27.086
H -4.973 1.269 25.883
H -3.004 3.410 26.356
H -3.554 3.756 23.925
H -5.068 3.648 24.906
H -4.513 2.269 23.929
H -1.692 2.312 24.492
H -2.542 1.070 24.595
C -4.837 6.043 31.135
O -5.804 5.489 30.316
C -5.614 5.869 28.881
C -6.785 5.455 28.029
C -6.555 5.465 26.563
N -7.969 6.165 28.361
H -4.861 5.805 32.198
H -4.949 7.127 31.134
H -3.856 5.815 30.718
H -5.316 6.898 28.675
H -4.775 5.247 28.566
H -6.938 4.416 28.319
H -5.979 6.301 26.166
H -7.485 5.332 26.011
H -6.080 4.523 26.289
H -8.119 6.373 29.338
H -7.844 7.070 27.929
C -2.508 8.810 34.392
O -3.035 9.293 33.156
C -2.972 10.655 32.904
C -3.512 10.739 31.451
C -2.892 9.896 30.344
N -3.355 12.168 31.146
H -2.535 7.720 34.407
H -3.105 9.065 35.267
H -1.472 9.149 34.407
H -3.553 11.283 33.579
H -1.949 11.022 32.980
H -4.593 10.603 31.439
H -3.338 10.285 29.429
H -3.162 8.843 30.422
H -1.839 10.160 30.241
H -3.916 12.806 31.693
H -3.837 12.209 30.260
C -9.542 2.822 25.397
O -10.236 2.556 24.200
C -11.195 1.516 24.199
C -11.381 0.967 22.828
C -12.609 0.186 22.481
N -10.383 -0.049 22.626
H -9.162 1.867 25.759
H -10.122 3.224 26.228
H -8.682 3.413 25.082
H -10.926 0.688 24.855
H -12.167 1.897 24.511
H -11.265 1.814 22.152
H -12.704 -0.128 21.441
H -13.516 0.700 22.799
H -12.631 -0.770 23.003
H -10.391 -0.439 21.695
H -9.464 0.275 22.894
C -6.463 7.507 23.319
O -6.508 8.119 22.012
C -5.367 8.986 21.711
C -5.286 9.050 20.170
C -4.779 7.766 19.527
N -4.317 10.071 19.760
H -7.325 6.853 23.453
H -6.292 8.199 24.143
H -5.617 6.819 23.326
H -5.570 9.959 22.159
H -4.438 8.517 22.035
H -6.291 9.357 19.883
H -4.767 8.014 18.466
H -5.469 6.979 19.832
H -3.735 7.551 19.753
H -4.078 10.086 18.779
H -4.629 10.968 20.104
C -9.160 8.792 26.282
O -8.555 8.874 27.527
C -9.467 8.992 28.566
C -8.682 9.721 29.714
C -7.545 8.754 30.262
N -9.623 9.952 30.778
H -9.598 9.690 25.847
H -9.898 7.990 26.291
H -8.453 8.497 25.507
H -10.167 9.771 28.266
H -9.865 8.058 28.962
H -8.139 10.632 29.463
H -7.218 9.128 31.233
H -6.709 8.666 29.568
H -8.021 7.786 30.415
H -9.926 10.913 30.703
H -9.280 9.846 31.722
C -4.500 6.362 35.639
O -5.148 7.545 35.950
C -5.045 7.947 37.311
C -6.056 9.020 37.596
C -5.946 10.276 36.725
N -5.971 9.449 39.011
H -4.969 5.459 36.031
H -3.472 6.444 35.993
H -4.385 6.249 34.561
H -5.255 7.026 37.854
H -4.046 8.286 37.588
H -7.005 8.495 37.494
H -6.193 9.963 35.710
H -4.953 10.723 36.676
H -6.519 11.144 37.049
H -6.517 10.298 39.028
H -6.435 8.801 39.632
C -8.789 5.630 33.073
O -8.391 4.303 33.609
C -7.375 3.603 32.820
C -7.438 2.182 33.223
C -6.428 1.225 32.407
N -8.707 1.505 32.980
H -9.417 6.298 33.663
H -9.259 5.421 32.112
H -7.911 6.206 32.782
H -7.419 3.670 31.733
H -6.407 4.078 32.978
H -7.282 2.160 34.302
H -6.629 1.101 31.343
H -6.247 0.209 32.758
H -5.468 1.711 32.580
H -9.270 2.312 33.206
H -8.809 0.831 33.725
C -3.131 2.934 30.850
O -2.778 3.419 32.186
C -1.638 2.745 32.606
C -0.265 3.286 32.033
C 0.973 2.414 32.382
N 0.086 4.576 32.573
H -3.093 1.864 30.649
H -2.372 3.327 30.173
H -4.123 3.263 30.540
H -1.649 2.737 33.696
H -1.700 1.688 32.344
H -0.395 3.289 30.951
H 0.901 1.382 32.038
H 1.036 2.209 33.451
H 1.859 2.983 32.102
H -0.731 5.162 32.475
H 0.364 4.564 33.544
```

Values from the calculation:
E_tot (Ha): -2600.632740
SMILES: COC[C@H](C)N.COC[C@H](C)N.COC[C@H](C)N.COC[C@H](C)N.COC[C@H](C)N.COC[C@H](C)N.COC[C@H](C)N.COC[C@H](C)N.COC[C@H](C)N
Gap between HOMO and LUMO (eV): 9.3
HOMO level (Eh): -0.3246

No. 7
C19H20F3N3O3 | ωB97M-V/def2-TZVPD

XYZ file:
```
48
Properties=species:S:1:pos:R:3
O 3.590 2.778 1.137
C 2.771 2.224 0.443
C 1.555 2.940 -0.145
N 0.490 2.002 -0.432
C -0.233 1.558 0.763
C -1.607 2.212 0.891
C -2.501 1.810 -0.294
N -3.273 0.630 0.017
C -4.626 0.608 -0.002
O -5.315 1.575 -0.266
C -5.203 -0.705 0.333
C -6.516 -1.089 0.411
C -6.508 -2.455 0.767
C -5.196 -2.804 0.881
O -4.398 -1.759 0.622
C -1.638 1.570 -1.545
C -0.391 2.442 -1.507
N 2.794 0.919 0.049
C 3.709 -0.077 0.347
C 4.859 0.181 1.095
C 5.756 -0.829 1.375
C 5.537 -2.120 0.919
C 4.405 -2.395 0.178
C 3.492 -1.388 -0.110
C 2.271 -1.717 -0.914
F 1.118 -1.477 -0.241
F 2.170 -0.987 -2.047
F 2.209 -2.996 -1.294
H 1.266 3.755 0.535
H 1.887 3.397 -1.083
H -0.353 0.470 0.709
H 0.374 1.778 1.644
H -1.491 3.297 0.915
H -2.080 1.910 1.826
H -3.240 2.595 -0.484
H -2.774 -0.219 0.234
H -7.364 -0.461 0.232
H -7.357 -3.089 0.917
H -4.720 -3.732 1.131
H -2.214 1.783 -2.445
H -1.330 0.524 -1.582
H 0.163 2.345 -2.446
H -0.687 3.497 -1.395
H 1.967 0.691 -0.502
H 5.029 1.183 1.450
H 6.638 -0.605 1.956
H 6.240 -2.907 1.139
H 4.221 -3.395 -0.184
```

Values from the calculation:
E_tot (Ha): -1425.655049
SMILES: O=C(CN1CCC(NC(=O)c2ccco2)CC1)Nc1ccccc1C(F)(F)F
Gap between HOMO and LUMO (eV): 9.4
HOMO level (Eh): -0.3250

No. 8
C22H33I2MnN3O3S | ωB97M-V/def2-TZVPD

XYZ file:
```
65
Properties=species:S:1:pos:R:3
Mn 0.646 0.299 -0.379
I -1.405 4.287 5.723
C -1.243 3.272 3.906
C -2.345 2.617 3.375
C -2.209 1.956 2.172
I -3.887 1.013 1.363
C -0.998 1.885 1.438
O -0.967 1.251 0.307
C 0.098 2.585 2.011
C 1.486 2.647 1.402
N 1.565 2.184 0.013
C 0.931 3.143 -0.904
C 0.841 2.543 -2.276
C 1.001 3.284 -3.439
C 0.919 2.638 -4.660
C 0.701 1.268 -4.682
C 0.555 0.605 -3.478
N 0.602 1.230 -2.302
C -0.045 3.259 3.218
H -3.296 2.625 3.888
H 2.170 2.029 1.984
H 1.847 3.682 1.474
H 2.546 2.095 -0.238
H 1.461 4.101 -0.932
H -0.080 3.322 -0.532
H 1.192 4.347 -3.378
H 1.038 3.192 -5.582
H 0.649 0.720 -5.613
H 0.388 -0.464 -3.431
H 0.811 3.787 3.624
N 4.310 -1.643 -0.486
C 3.069 -1.199 -0.204
O 2.410 -0.618 -1.078
C 2.504 -1.453 1.169
C 1.270 -0.571 1.427
H 4.684 -1.514 -1.410
H 4.855 -2.120 0.208
H 3.316 -1.360 1.902
H 2.256 -2.523 1.170
H 1.538 0.171 2.185
H 0.492 -1.173 1.909
C -3.634 -2.853 2.690
S -2.035 -2.246 2.124
C -1.010 -3.598 2.733
H -3.878 -3.815 2.237
H -4.379 -2.118 2.393
H -3.648 -2.945 3.776
H -1.107 -3.699 3.814
H 0.026 -3.353 2.501
H -1.269 -4.544 2.255
C -2.434 -0.071 -2.073
C -1.934 -1.414 -1.597
O -0.567 -1.370 -1.151
C -0.080 -2.686 -0.886
C 0.578 -3.292 -2.111
H -3.513 -0.146 -2.221
H -1.990 0.220 -3.024
H -2.236 0.698 -1.329
H -2.002 -2.154 -2.403
H -2.535 -1.770 -0.754
H -0.906 -3.303 -0.524
H 0.630 -2.587 -0.071
H -0.127 -3.393 -2.938
H 0.959 -4.289 -1.877
H 1.413 -2.669 -2.435
```

Values from the calculation:
Multiplicity: 2
E_tot (Ha): -3392.655817
Gap between HOMO and LUMO (alpha / beta) (eV): 7.0 / 6.6
<S²>: 0.800
HOMO level (alpha / beta) (Eh): -0.2455 / -0.2326